# CHBr3

A structure of composition CHBr3 (the ωB97M-V functional and the def2-TZVPD basis, OMol25).

```
5
Properties=species:S:1:pos:R:3:forces:R:3
C -0.06558 -0.08292 -0.02046 -0.42 0.51 -0.03
Br 0.86635 -1.11610 1.31138 -0.04 0.34 -0.22
Br 0.94645 0.25695 -1.62713 0.07 -0.12 0.28
Br -0.82376 1.60531 0.65798 0.40 -0.65 -0.05
H -0.92347 -0.66325 -0.32176 -0.01 -0.07 0.02
```
Positions in Å, forces in eV/Å.

Values from the calculation:
Net charge ... 0
Multiplicity ... 1
ΔE to the lowest compared entry with this formula, charge and spin ... 0.97 kcal per mole
Calculated total energy ... -211180.204 eV